## A
The following is a DFT calculation (ωB97M-V with the def2-TZVPD basis set) of 2 unconnected molecules or ions with the total composition Cl3H3Si2.

Last column: Mulliken charge in e.
Cartesian coordinates (Å):
Cl: -0.87435 -2.78480 -0.99808  -0.157
Cl: 0.21048 0.00588 0.07936  -0.138
Cl: 1.63650 1.68057 3.04705  -0.209
Si: -0.38063 1.31115 2.79450  0.269
Si: -0.18454 -1.06432 -1.67898  0.550
H: -0.48437 2.34443 1.84713  -0.075
H: 0.99538 -1.22660 -2.52030  -0.116
H: -0.91848 -0.26631 -2.57067  -0.125

## Properties
HOMO energy: -8.8 eV
Frontier orbital gap: 0.3013 hartree
Total charge: 0

***

## B
The following is a DFT calculation (ωB97M-V with the def2-TZVPD basis set) of Cl3H3Si2 in the gas phase.

Last column: Mulliken charge in e.
Cartesian coordinates (Å):
Cl: 1.88254 1.71606 -0.34682  -0.233
Cl: -2.49788 -0.89617 -0.57176  -0.214
Cl: 2.47376 -1.52289 0.29344  -0.249
Si: -1.16142 0.18471 0.47149  0.449
Si: 1.04859 -0.13178 -0.45402  0.511
H: 1.00244 -0.39365 -1.89782  -0.082
H: -1.66802 1.52629 0.71686  -0.084
H: -1.08002 -0.48257 1.78862  -0.098

## Properties
HOMO energy: -10.3 eV
Frontier orbital gap: 0.3769 hartree
Structure (SMILES): Cl[SiH2][SiH](Cl)Cl
Total charge: 0

***

Most stable: B